Entry 1:
Computed, not measured: C3H6AlF3O as an isolated structure, with ωB97M-V with the def2-TZVPD basis set.

Structure (ORCA input):
```
! RIJCOSX wB97M-V def2-TZVPD def2/J DEFGRID3
* xyz 1 2
H -0.3365 -2.1867 0.9573
C 0.5117 -2.3465 0.2717
F 1.7647 -1.5594 -0.0952
F 1.0243 -3.5251 0.6740
F 0.0372 -2.4954 -0.9776
Al 0.5100 0.6992 -2.3036
C 0.0118 2.2605 0.6060
O -0.2659 0.8948 0.7032
C -0.6955 0.2851 -0.5129
H 0.3025 2.6198 1.6019
H 0.8459 2.4478 -0.0973
H -0.8768 2.8252 0.2729
H -1.1725 -0.6853 -0.3166
H -1.6611 0.7660 -0.7837
*
```

Properties
E_tot = -734.78303 Eh
<S²> = 0.760
Max |F| = 4.76 eV/Å
Frontier orbital gap (spin up / spin down) = 8.63 / 7.57 eV

Entry 2:
Computed, not measured: an isolated ion of composition C3H3O2 and charge +1, with ωB97M-V with the def2-TZVPD basis set.

Structure (ORCA input):
```
! RIJCOSX wB97M-V def2-TZVPD def2/J DEFGRID3
* xyz 1 1
C -0.4988 0.5251 -0.3290
C -0.5574 -0.9032 -0.1567
C 0.6027 1.0484 0.1582
O 0.4407 -1.4079 0.4228
O 1.3869 -0.5920 0.7801
H -1.3036 1.0674 -0.8119
H -1.3611 -1.5757 -0.4487
H 1.2906 1.8378 0.3852
*
```

Properties
E_tot = -266.09820 Eh
Energy above the lowest of the compared OMol25 structures with the same formula, charge and spin = 4.744 eV
Max |F| = 5.10 eV/Å
Frontier orbital gap = 10.55 eV